Below is a cluster of 6 separate species, C39H54F4N7O5 in total, with properties calculated with ωB97M-V/def2-TZVPD.

CARTESIAN COORDINATES (ANGSTROEM)
C (-1.5869, 1.8711, 2.8912)
C (-0.1425, 1.7335, 2.3890)
O (0.7988, 1.5627, 3.4361)
C (1.7262, 0.5153, 3.2488)
C (3.0320, 0.9364, 2.4724)
C (3.0909, 0.0131, 1.2664)
C (3.7030, -1.2792, 1.4000)
C (3.7271, -2.1379, 0.3354)
C (4.3970, -3.4922, 0.4888)
C (3.4526, -4.6525, 0.4835)
O (3.7405, -5.7696, 0.2623)
F (2.1841, -4.3325, 0.7549)
C (3.1529, -1.8136, -0.9117)
N (3.1975, -2.7434, -1.9100)
C (2.6186, -2.3562, -3.0138)
C (2.0400, -1.0827, -3.2014)
C (1.4020, -0.7533, -4.5218)
C (-0.0206, -1.3342, -4.5515)
O (-0.9696, -0.3051, -4.2645)
C (-2.1011, -0.7506, -3.5719)
C (-1.9899, -0.5047, -2.0754)
F (-2.0787, 0.8045, -1.8084)
F (-3.0282, -1.1176, -1.4431)
F (-0.8583, -0.9745, -1.5521)
N (2.0272, -0.1736, -2.2589)
C (2.5716, -0.5504, -1.0606)
C (2.5560, 0.3619, 0.0372)
C (1.9364, 1.7449, -0.2315)
O (2.7396, 2.7052, -0.0945)
O (0.7375, 1.7821, -0.5719)
H (-2.1376, 0.9610, 2.7204)
H (-2.0588, 2.6189, 2.2481)
H (-1.6642, 2.2044, 3.9209)
H (-0.0948, 0.9511, 1.6389)
H (0.1127, 2.6603, 1.8785)
H (1.9730, 0.1595, 4.2509)
H (1.2755, -0.3247, 2.7366)
H (3.8544, 0.7393, 3.1558)
H (3.0131, 1.9770, 2.1763)
H (4.1691, -1.5840, 2.3255)
H (5.1149, -3.6304, -0.3128)
H (4.9768, -3.4678, 1.4082)
H (2.5922, -3.0595, -3.8408)
H (1.9911, -1.1148, -5.3608)
H (1.3166, 0.3273, -4.6027)
H (-0.2535, -1.7317, -5.5435)
H (-0.0864, -2.1398, -3.8211)
H (-2.9396, -0.1500, -3.9231)
H (-2.3427, -1.7975, -3.7622)
C (0.4231, 3.7883, -2.8422)
C (0.5079, 4.6265, -4.1138)
C (0.4069, 3.7776, -5.3870)
C (1.4962, 2.8036, -5.4443)
N (2.3605, 2.0524, -5.4679)
H (1.2430, 3.0776, -2.7619)
H (0.4707, 4.4192, -1.9573)
H (-0.5111, 3.2244, -2.8017)
H (1.4492, 5.1811, -4.1200)
H (-0.2989, 5.3647, -4.1235)
H (0.4599, 4.4069, -6.2772)
H (-0.5418, 3.2379, -5.4103)
C (-6.3542, -1.4244, 2.2884)
C (-5.1448, -2.2407, 1.8496)
C (-4.2134, -2.6113, 3.0081)
C (-3.7051, -1.4009, 3.6552)
N (-3.2907, -0.4472, 4.1341)
H (-6.0533, -0.4717, 2.7233)
H (-6.9875, -1.2094, 1.4379)
H (-6.9516, -1.9645, 3.0277)
H (-4.5816, -1.6707, 1.1089)
H (-5.4817, -3.1574, 1.3596)
H (-3.3663, -3.1925, 2.6392)
H (-4.7368, -3.2125, 3.7542)
C (-6.1455, 2.4972, -1.1855)
C (-6.8788, 3.4796, -0.2783)
C (-6.9527, 3.0019, 1.1764)
C (-7.6716, 1.7302, 1.2751)
N (-8.2222, 0.7276, 1.3316)
H (-6.6620, 1.5373, -1.2320)
H (-6.0877, 2.8875, -2.2018)
H (-5.1275, 2.3208, -0.8336)
H (-7.8889, 3.6420, -0.6607)
H (-6.3682, 4.4436, -0.3028)
H (-7.4676, 3.7365, 1.7959)
H (-5.9486, 2.8644, 1.5820)
C (5.3994, 1.3287, -1.9502)
C (5.7467, 2.6872, -1.3552)
C (7.0471, 2.6700, -0.5314)
C (6.9077, 1.7323, 0.5793)
N (6.6537, 0.9885, 1.4101)
H (5.2220, 0.5879, -1.1679)
H (4.4879, 1.3974, -2.5439)
H (6.2026, 0.9629, -2.5978)
H (4.9160, 3.0159, -0.7254)
H (5.8545, 3.4201, -2.1588)
H (7.2557, 3.6624, -0.1302)
H (7.8986, 2.3683, -1.1449)
C (0.5548, -4.6266, 5.5922)
C (-0.3734, -5.0360, 4.4546)
C (-0.0771, -4.2891, 3.1498)
C (-0.2441, -2.8448, 3.3262)
N (-0.3766, -1.7155, 3.4676)
H (0.4383, -3.5706, 5.8390)
H (0.3325, -5.2003, 6.4928)
H (1.5993, -4.8030, 5.3282)
H (-1.4090, -4.8555, 4.7521)
H (-0.2741, -6.1085, 4.2744)
H (-0.7506, -4.6208, 2.3588)
H (0.9433, -4.4822, 2.8192)

Its LUMO energy is 2.30 eV. The calculation puts the calculated total energy at -72858.592 eV. The frontier orbital gap comes out at 7.0 eV. As for the molar mass: 776.90 g/mol. As for the total charge: -1. As for the spin multiplicity: 1. The value obtained for the HOMO energy is -4.75 eV.